{"formula": "C45H47Ge3N4SeTi", "method": "wB97M-V/def2-TZVPD", "species": ["Ti", "Se", "N", "C", "C", "C", "C", "C", "N", "C", "C", "N", "C", "C", "C", "C", "C", "N", "H", "H", "H", "H", "H", "H", "C", "C", "Ge", "C", "C", "C", "C", "Ge", "C", "C", "C", "C", "C", "C", "C", "C", "C", "C", "H", "H", "H", "H", "H", "H", "H", "H", "H", "H", "H", "H", "H", "H", "H", "H", "H", "H", "H", "H", "H", "H", "H", "H", "H", "H", "C", "Ge", "C", "C", "C", "C", "C", "C", "C", "C", "C", "C", "C", "C", "C", "C", "C", "C", "H", "H", "H", "H", "H", "H", "H", "H", "H", "H", "H", "H", "H", "H", "H"], "xyz": [[-0.019, -0.353, 0.370], [-3.808, -3.694, 5.963], [-2.787, -2.273, 5.892], [-2.255, -2.162, 4.688], [-1.354, -1.120, 4.281], [-0.845, -0.152, 5.141], [0.061, 0.774, 4.639], [0.372, 0.760, 3.288], [-0.140, -0.122, 2.425], [-0.953, -1.100, 2.921], [-1.337, -2.135, 2.020], [-0.841, -2.054, 0.745], [-1.019, -3.114, -0.065], [-1.771, -4.216, 0.284], [-2.372, -4.271, 1.541], [-2.132, -3.232, 2.435], [-2.636, -3.202, 3.780], [-3.456, -4.097, 4.298], [-1.155, -0.153, 6.174], [0.513, 1.512, 5.282], [1.065, 1.492, 2.879], [-0.514, -3.069, -1.028], [-1.894, -5.023, -0.419], [-2.986, -5.104, 1.843], [-2.139, -1.561, -4.380], [-1.579, -1.774, -2.982], [-0.480, -0.193, -2.241], [1.080, 0.117, -3.553], [0.679, 0.643, -4.921], [-1.640, 1.397, -2.505], [-2.261, 2.071, -1.535], [-2.003, 1.359, 0.355], [-3.434, -0.007, 0.874], [-4.871, 0.479, 0.945], [-1.795, 2.796, 1.808], [-2.883, 3.862, 1.840], [-3.133, 3.214, -1.803], [-2.793, 4.163, -2.772], [-3.693, 5.155, -3.114], [-4.938, 5.221, -2.505], [-5.274, 4.298, -1.524], [-4.368, 3.321, -1.165], [-2.783, -2.400, -4.637], [-1.340, -1.531, -5.113], [-2.722, -0.646, -4.451], [-0.939, -2.660, -3.009], [-2.394, -1.960, -2.275], [1.629, -0.822, -3.663], [1.766, 0.833, -3.092], [0.062, -0.065, -5.464], [1.573, 0.832, -5.512], [0.130, 1.576, -4.833], [-1.799, 1.705, -3.533], [-3.137, -0.381, 1.858], [-3.359, -0.835, 0.160], [-4.948, 1.388, 1.539], [-5.491, -0.277, 1.420], [-5.268, 0.657, -0.051], [-0.826, 3.282, 1.654], [-1.755, 2.283, 2.775], [-2.926, 4.411, 0.903], [-2.675, 4.572, 2.640], [-3.863, 3.431, 2.030], [-1.828, 4.114, -3.253], [-3.423, 5.880, -3.867], [-5.635, 5.997, -2.782], [-6.240, 4.339, -1.042], [-4.621, 2.604, -0.400], [1.845, 1.784, -0.123], [2.367, -0.149, -0.527], [2.717, -0.798, 1.356], [3.579, -0.117, 2.206], [3.789, -0.572, 3.496], [3.101, -1.678, 3.968], [2.242, -2.369, 3.130], [2.076, -1.944, 1.821], [4.130, 0.014, -1.426], [4.549, 1.233, -1.896], [5.871, 1.404, -2.320], [6.748, 0.348, -2.295], [6.334, -0.931, -1.864], [7.201, -2.046, -1.835], [6.755, -3.277, -1.436], [5.419, -3.453, -1.050], [4.555, -2.393, -1.074], [4.983, -1.110, -1.452], [2.667, 2.323, 0.346], [0.974, 1.815, 0.557], [1.572, 2.320, -1.033], [4.121, 0.747, 1.840], [4.498, -0.066, 4.132], [3.249, -2.016, 4.981], [1.716, -3.243, 3.487], [1.498, -2.563, 1.128], [3.867, 2.070, -1.914], [6.186, 2.381, -2.655], [7.766, 0.493, -2.627], [8.230, -1.906, -2.128], [7.417, -4.126, -1.429], [5.074, -4.425, -0.740], [3.503, -2.525, -0.827]], "forces_ev_per_angstrom": [[3.020, 1.859, -0.287], [0.233, 0.200, -0.245], [0.668, 1.030, 0.169], [-0.821, -0.841, 0.710], [0.443, 0.236, -1.059], [0.389, 0.391, -0.325], [-0.370, -0.403, 0.291], [0.131, 0.083, -0.355], [-0.686, -0.185, 1.629], [0.163, 1.060, 1.553], [-0.547, -1.463, -0.838], [-1.552, -2.963, 1.043], [0.224, 0.350, -0.219], [-0.350, -0.242, 0.592], [0.430, 0.267, -0.615], [0.495, 0.717, -0.481], [-0.628, -0.255, 1.191], [0.102, -0.530, -1.206], [0.024, 0.018, 0.143], [0.038, 0.090, 0.037], [-0.151, -0.098, 0.014], [-0.257, 0.086, 0.204], [0.026, -0.068, -0.088], [-0.076, -0.106, 0.041], [0.134, 0.162, 0.079], [0.421, 0.274, 0.639], [0.347, -0.033, -2.447], [-0.529, -0.160, 0.628], [-0.044, -0.005, 0.098], [0.375, -0.469, 0.513], [0.416, -0.644, 0.893], [-2.126, 1.782, -0.324], [0.770, -0.245, -0.068], [0.088, 0.323, -0.130], [0.338, -0.654, -0.354], [-0.130, -0.040, -0.249], [-0.222, 0.339, -0.034], [-0.056, -0.159, 0.122], [-0.030, 0.094, -0.054], [0.050, -0.034, 0.067], [-0.034, 0.137, 0.005], [0.153, -0.086, -0.075], [-0.111, -0.014, -0.042], [-0.007, 0.052, -0.123], [-0.086, 0.087, -0.090], [0.033, 0.010, 0.157], [0.094, -0.027, 0.012], [-0.026, -0.040, 0.166], [-0.028, -0.059, 0.067], [-0.037, 0.002, -0.104], [0.010, 0.047, -0.108], [-0.054, 0.151, -0.109], [0.005, 0.044, -0.171], [-0.005, 0.047, -0.104], [0.059, 0.038, 0.123], [-0.166, 0.078, -0.006], [-0.037, -0.104, 0.028], [-0.113, 0.084, 0.013], [-0.002, -0.143, -0.011], [0.030, -0.076, -0.170], [-0.063, 0.068, -0.004], [0.037, 0.013, 0.040], [-0.102, 0.021, -0.009], [0.096, 0.004, -0.052], [0.017, 0.083, -0.059], [-0.062, 0.038, -0.038], [-0.057, 0.039, 0.032], [-0.115, -0.041, 0.072], [-0.490, -0.622, -0.353], [1.596, 1.254, -0.111], [-0.722, -0.452, -0.796], [0.043, 0.276, -0.156], [0.082, 0.186, -0.059], [-0.217, -0.150, 0.032], [-0.039, -0.076, 0.077], [0.196, -0.271, -0.346], [-1.218, -0.190, -0.028], [-0.418, -0.209, 0.318], [0.404, -0.083, -0.125], [-0.133, 0.309, -0.060], [-0.390, -0.070, 0.124], [0.047, -0.181, 0.049], [0.244, 0.248, -0.113], [-0.382, 0.162, 0.016], [-0.142, -0.271, 0.072], [0.489, 0.018, -0.059], [0.029, -0.220, 0.233], [0.066, 0.324, 0.012], [-0.097, -0.105, 0.019], [0.042, 0.090, 0.063], [0.085, 0.082, 0.100], [0.051, -0.045, 0.146], [0.029, -0.130, 0.039], [0.150, 0.155, 0.240], [0.004, 0.161, -0.012], [0.107, 0.015, -0.069], [0.081, -0.040, 0.021], [0.119, -0.014, -0.082], [0.162, -0.058, 0.018], [-0.054, -0.156, -0.003], [0.101, -0.153, 0.078]], "fmax_ha_per_bohr": 0.069, "energy_ha": -11443.03624, "homo_ev": [-12.4, -12.4], "e_above_lowest_kj_mol": 95.0, "s_squared": 3.764, "spin_multiplicity": 4, "gap_ev": [5.7078, 4.4142], "total_charge": 2}